# 1
{
  "formula": "C32H32Br2N4V",
  "method": "ωB97M-V/def2-TZVPD",
  "multiplicity": 4,
  "e_above_lowest_kj_mol": 75.3,
  "homo_ev": [-6.070, -6.785],
  "largest_force_ev_per_a": 3.69,
  "energy_ev": -205435.4271,
  "species": ["Br", "Br", "V", "N", "N", "N", "N", "C", "C", "C", "C", "C", "C", "C", "C", "C", "C", "C", "C", "C", "C", "C", "C", "C", "C", "C", "C", "C", "C", "C", "C", "C", "C", "C", "C", "C", "C", "C", "C", "H", "H", "H", "H", "H", "H", "H", "H", "H", "H", "H", "H", "H", "H", "H", "H", "H", "H", "H", "H", "H", "H", "H", "H", "H", "H", "H", "H", "H", "H", "H", "H"],
  "positions_angstrom": [[-0.487520, 5.988236, 3.540253], [-4.383075, -0.938872, 4.141642], [0.434277, 0.190300, 0.030820], [-0.736590, -0.123623, 1.517269], [2.521001, -0.089113, 0.511388], [0.931842, -1.857304, -0.610431], [0.558530, 2.018748, 1.247683], [2.191723, -2.193424, -0.488708], [4.225655, -1.530502, 1.020780], [3.038066, -1.358547, 0.221087], [-2.295959, 0.686959, 3.063616], [-0.566678, 2.143635, 2.019300], [1.282565, 3.138534, 1.073524], [-0.403088, 3.033374, -1.827092], [-1.725740, -5.446007, 0.917603], [0.326658, -6.371880, 0.070903], [0.799173, -0.113277, -3.274451], [-1.174789, 0.864999, -1.810359], [2.024423, 2.755482, -2.682130], [-0.919512, 3.363451, 2.623427], [0.029841, -2.794000, -1.272099], [-2.796954, 2.759094, -0.880544], [0.589386, -5.193470, -0.631859], [-0.822039, -6.547302, 0.784561], [4.437110, -0.323289, 1.744891], [-1.277323, 0.918459, 2.189319], [-0.897211, -1.405523, 1.939510], [-2.326151, -0.109196, -1.996479], [3.441313, 0.553765, 1.297925], [0.657739, 2.238316, -2.320666], [1.098474, 4.292909, 1.791600], [-0.060558, 4.402017, 2.562218], [-2.704644, -0.623571, 3.268461], [0.164979, 0.871929, -2.400170], [-1.475124, -4.256259, 0.236428], [-0.272898, -4.114503, -0.530591], [-1.911586, -1.654806, 2.803550], [-1.476862, 2.239009, -1.443175], [-0.429811, 4.507067, -1.789509], [-3.213187, 0.541930, -1.987465], [3.262534, 1.592248, 1.654927], [-3.522196, 3.203338, -1.591672], [4.781483, -2.451509, 1.068644], [2.014872, 3.245031, -3.689094], [1.894289, 5.057688, 1.770850], [-2.302251, -0.487715, -3.033746], [1.814546, -0.356548, -2.996007], [0.485534, 5.037970, -2.150639], [2.090369, 2.991872, 0.356052], [-2.227489, -3.487849, 0.219067], [1.026906, -7.184636, 0.075415], [2.796279, 1.969107, -2.567989], [0.909437, 0.326484, -4.321374], [-2.705984, 1.483992, 3.697010], [-1.877774, 3.475896, 3.200578], [0.483490, -3.125555, -2.232655], [0.208753, -1.036440, -3.398531], [-3.305259, 1.936329, -0.351678], [2.557806, -3.182641, -0.812295], [-0.582845, 4.887279, -0.770460], [-2.673752, -5.614216, 1.396333], [-0.214815, -2.126085, 1.499103], [-1.045104, -7.435929, 1.362561], [-2.537787, 3.539698, -0.203907], [-2.219048, -2.660020, 3.045487], [-2.414253, -0.965128, -1.368971], [-0.937483, -2.274549, -1.451192], [-1.240063, 4.929310, -2.399157], [2.384744, 3.542804, -2.012774], [5.176169, -0.183871, 2.539373], [1.523410, -5.110117, -1.205292]],
  "atomic_forces_ev_per_a": [[0.3, -0.4, -0.4], [0.8, 0.0, -0.1], [1.9, 1.4, -1.6], [1.2, -1.1, -0.2], [0.7, 0.6, -0.2], [0.2, -0.1, -0.1], [-1.8, 1.1, -0.2], [-1.3, -1.3, 0.1], [-1.1, 0.5, -0.6], [1.7, 2.2, 2.4], [-1.1, 0.1, 1.4], [1.0, 0.9, -0.5], [0.5, -1.2, -0.1], [0.5, -0.2, 0.0], [0.8, -0.7, -1.3], [0.4, -0.3, -0.3], [0.1, -0.5, -2.2], [0.7, 0.5, 0.6], [0.2, 0.0, -0.4], [-1.9, -1.0, 0.8], [-0.4, -1.0, -0.6], [0.4, -1.0, -0.5], [0.4, 0.2, 0.3], [-1.4, 1.7, 1.1], [-0.1, -1.1, -0.9], [0.1, -0.5, 0.2], [-0.5, 0.9, -0.2], [0.2, 1.3, -1.9], [-1.4, -0.1, 0.7], [-1.0, -1.0, 0.6], [0.8, 0.8, 0.0], [0.7, 1.0, 0.1], [-0.6, 1.1, 0.3], [-0.5, 1.8, 1.6], [1.1, -0.9, -0.4], [-0.9, 0.6, 0.4], [-0.9, -1.6, 0.1], [-0.3, -0.9, -0.7], [0.5, 1.6, 0.2], [-0.1, -0.8, 0.3], [0.2, -1.1, -0.4], [0.5, -0.4, 0.0], [0.2, 0.0, 0.1], [0.3, -0.7, 0.5], [-0.8, -0.3, -0.1], [0.1, -0.1, 0.2], [0.3, -0.3, 0.3], [-0.4, -0.8, 0.2], [0.0, 0.4, 0.3], [0.0, 0.4, 0.1], [0.4, -0.2, -0.3], [-0.4, 0.3, -0.6], [-0.2, -0.5, 1.0], [0.0, -0.3, -0.6], [1.1, -0.3, -0.7], [-0.5, 0.5, 0.3], [0.3, 0.3, 0.2], [0.1, 0.5, 0.0], [-0.2, 0.4, 0.0], [-0.1, 0.0, 0.0], [-0.2, 0.1, 0.3], [-0.4, -0.1, 0.2], [0.2, -0.1, -0.3], [-0.1, 0.7, 0.9], [0.3, -0.2, 0.1], [-0.2, -0.4, 0.8], [0.8, -0.4, -0.1], [0.0, -0.2, 0.1], [-0.3, 0.1, 0.2], [-0.2, 0.2, -0.6], [-0.5, -0.1, 0.2]],
  "mulliken_spin": [0.00, 0.01, 2.35, -0.08, -0.03, -0.14, 0.07, 0.07, 0.03, -0.02, -0.07, 0.10, 0.03, -0.05, 0.00, 0.00, 0.03, -0.04, -0.02, 0.00, 0.13, 0.00, 0.00, 0.00, -0.01, 0.13, 0.24, 0.02, 0.03, 0.05, 0.05, 0.02, 0.17, 0.06, 0.01, 0.01, -0.05, -0.02, 0.00, 0.00, 0.00, 0.00, 0.00, 0.00, 0.00, 0.00, -0.01, 0.00, 0.01, -0.01, 0.00, 0.00, 0.00, 0.00, 0.00, 0.00, 0.00, 0.00, 0.00, 0.00, 0.00, 0.01, 0.00, 0.00, 0.00, -0.03, -0.07, 0.00, 0.00, 0.00, 0.00]
}


# 2
{
  "formula": "C11H19Cl2N2O2STc",
  "method": "ωB97M-V/def2-TZVPD",
  "multiplicity": 2,
  "total_charge": 3,
  "homo_ev": [-19.784, -19.784],
  "largest_force_ev_per_a": 0.95,
  "energy_ev": -56838.7682,
  "species": ["Tc", "Cl", "Cl", "S", "O", "O", "N", "N", "C", "C", "C", "C", "C", "C", "C", "C", "C", "C", "C", "H", "H", "H", "H", "H", "H", "H", "H", "H", "H", "H", "H", "H", "H", "H", "H", "H", "H", "H"],
  "positions_angstrom": [[0.268408, 1.158896, 0.843560], [2.134749, 0.532217, 5.221176], [-0.813881, 0.276014, 5.289308], [2.493194, 1.222229, 0.443335], [0.088122, 2.110955, 2.480067], [0.730343, 0.082299, 2.534815], [-0.362335, 2.721952, -0.366315], [-0.381334, -0.425197, -0.204572], [-0.763796, 3.641168, -0.930744], [2.791155, 1.537519, -1.314116], [3.300191, -0.366236, 0.757461], [-0.919996, -1.364724, -0.634603], [-0.485849, -3.614256, -1.390059], [-2.258389, -2.135064, -2.502432], [0.586648, 1.182951, 4.727305], [-1.575936, -2.533361, -1.173624], [-1.288125, 4.793971, -1.627546], [-2.614810, -2.991399, -0.117107], [0.483240, 1.089335, 3.242793], [3.080981, -0.655006, 1.783116], [0.251488, -3.303263, -2.129050], [4.367221, -0.167600, 0.638614], [-3.017624, -1.368489, -2.353323], [3.876704, 1.581193, -1.421041], [-3.099347, -3.877450, -0.527807], [0.004461, -3.886767, -0.456327], [-3.379565, -2.235354, 0.055158], [-0.534205, 5.584025, -1.636716], [-2.143450, -3.267375, 0.825144], [-1.539977, 4.510295, -2.652040], [-1.535593, -1.804703, -3.247177], [2.361845, 2.505793, -1.558039], [2.954460, -1.101537, 0.033954], [0.498457, 2.218579, 5.048479], [-0.995091, -4.498155, -1.774094], [-2.184611, 5.144095, -1.110929], [2.373793, 0.731460, -1.912886], [-2.751538, -3.028999, -2.883726]],
  "atomic_forces_ev_per_a": [[0.2, 0.5, -0.8], [0.0, 0.0, 0.0], [-0.1, 0.0, 0.0], [-0.3, -0.2, -0.3], [-0.3, -0.4, 0.0], [0.1, -0.1, 0.4], [0.3, -0.4, 0.1], [-0.1, 0.4, 0.6], [-0.2, 0.2, 0.0], [0.1, 0.1, 0.1], [0.0, 0.1, 0.1], [-0.1, 0.0, 0.0], [0.0, 0.0, 0.0], [0.0, 0.0, 0.0], [0.1, 0.1, 0.0], [0.1, 0.1, 0.0], [0.1, -0.1, 0.1], [0.0, 0.0, 0.1], [0.1, -0.2, -0.2], [0.0, 0.0, 0.0], [0.0, 0.0, 0.0], [0.0, 0.0, 0.0], [0.0, 0.0, 0.0], [0.0, 0.0, 0.0], [0.0, 0.0, 0.0], [0.0, 0.0, 0.0], [0.0, 0.0, 0.0], [0.0, 0.0, 0.0], [0.0, 0.0, 0.0], [0.0, 0.0, 0.0], [0.0, 0.0, 0.0], [0.0, 0.0, 0.0], [0.0, 0.0, 0.0], [0.0, 0.0, 0.0], [0.0, 0.0, 0.0], [0.0, 0.0, 0.0], [0.0, 0.0, 0.0], [0.0, 0.0, 0.0]],
  "mulliken_spin": [0.97, 0.00, 0.00, -0.03, -0.03, -0.03, -0.02, -0.04, 0.05, 0.01, 0.00, 0.07, 0.01, 0.01, 0.00, 0.00, 0.00, 0.00, 0.02, 0.00, 0.00, 0.00, 0.00, 0.00, 0.00, 0.00, 0.00, 0.00, 0.00, 0.00, 0.00, 0.00, 0.00, 0.00, 0.00, 0.00, 0.00, 0.00]
}


# 3
{
  "formula": "C12H30N2O12PdS2",
  "method": "ωB97M-V/def2-TZVPD",
  "multiplicity": 3,
  "total_charge": -2,
  "homo_ev": [-0.380, -1.145],
  "largest_force_ev_per_a": 6.51,
  "energy_ev": -65627.1212,
  "species": ["Pd", "S", "S", "O", "O", "O", "O", "O", "O", "O", "O", "O", "O", "O", "O", "N", "N", "C", "C", "C", "C", "C", "C", "C", "C", "C", "C", "C", "C", "H", "H", "H", "H", "H", "H", "H", "H", "H", "H", "H", "H", "H", "H", "H", "H", "H", "H", "H", "H", "H", "H", "H", "H", "H", "H", "H", "H", "H", "H"],
  "positions_angstrom": [[1.509538, -1.891510, 0.589972], [3.577599, -2.254662, -1.034104], [-0.221223, -3.867669, 0.143155], [0.615738, 2.434433, -3.048460], [3.157279, -2.922061, -2.260163], [2.616142, -1.226479, 2.401130], [0.443985, -3.465697, 1.345925], [-1.632704, -3.778895, 0.237029], [-1.154677, 0.857188, 4.011268], [0.268771, -5.153861, -0.263498], [0.325862, -2.832491, -0.731140], [2.802960, -1.062749, -0.832931], [3.152092, -3.045640, 0.101122], [4.987771, -1.959338, -1.158139], [-3.099293, 1.531633, -3.282175], [-1.123656, 0.945694, -1.466355], [0.193539, -0.120569, 1.177931], [0.006701, 0.291810, -2.162065], [-1.762700, 0.448070, 2.837179], [-0.892675, -0.581278, 2.086419], [1.555084, 3.424767, -3.246868], [-3.195084, 0.294988, -2.684195], [-3.683983, 1.627105, -4.591103], [2.165347, -0.020022, 2.937781], [-2.045353, 1.767742, 4.770225], [-2.353422, 0.132681, -1.417516], [1.273198, 0.698799, 1.846415], [3.321350, -1.961497, 3.359698], [1.078756, 1.265290, -2.378166], [-0.332355, 0.036759, -3.166103], [1.883653, 3.840641, -2.294399], [0.453117, -0.603862, -1.730119], [-3.820946, 2.693396, -4.771051], [-2.205036, -0.930774, -1.230071], [2.900012, 0.634759, 3.406413], [1.036252, 4.165468, -3.855376], [0.917360, 1.534212, 2.449391], [1.576703, 1.553055, -1.452234], [4.139797, -1.322583, 3.691411], [-3.067996, 1.189415, -5.376639], [-2.004959, 1.204035, 2.090238], [-2.835743, -0.472599, -3.369599], [2.667167, -2.313450, 4.157375], [-0.155827, 0.405781, 0.389901], [-2.654457, -0.081473, 3.172538], [1.956508, 1.048461, 1.072507], [-4.639340, 1.109555, -4.677971], [-2.799247, 0.533734, -0.507287], [-1.543884, -1.210296, 1.479495], [2.393154, 2.954635, -3.761373], [-1.302628, 1.742655, -2.060432], [1.553276, -0.190168, 3.823512], [-0.523896, -1.270610, 2.845976], [-2.329280, 2.656001, 4.205886], [-2.953797, 1.272152, 5.112599], [-1.565109, 2.124923, 5.681205], [3.711222, -2.816107, 2.806761], [-4.224246, 0.055895, -2.416350], [1.883581, 0.880603, -3.004571]],
  "atomic_forces_ev_per_a": [[0.1, 1.4, 0.8], [1.9, -2.5, -5.2], [0.9, -2.6, -2.1], [-1.9, -0.4, 0.3], [-0.3, -0.2, -0.5], [0.5, 1.1, 1.0], [0.5, -0.2, 6.5], [-3.4, 0.3, 0.3], [-0.4, 2.6, 2.1], [-0.3, -1.6, -0.4], [-1.0, 1.9, -4.4], [-1.6, 5.7, -0.2], [1.2, -3.1, 3.2], [1.5, 0.4, 1.2], [-0.4, 1.5, -1.0], [1.1, -1.3, 0.2], [0.8, 0.5, 2.7], [-0.9, -0.1, -1.0], [0.1, -1.6, -1.3], [0.0, 0.0, -0.1], [-0.2, -0.6, 0.0], [0.0, -1.9, 0.4], [0.3, 0.0, 0.9], [-2.4, 0.0, -0.9], [1.0, -0.8, -0.5], [0.4, 1.5, 0.4], [0.6, -0.5, 0.9], [0.4, -0.7, -1.0], [2.0, 1.2, -0.2], [-0.1, -0.5, -0.3], [0.2, 0.3, 0.1], [-0.4, -0.1, 0.5], [0.0, -0.1, -0.1], [0.5, 0.0, -0.1], [0.9, 0.3, -0.9], [0.4, 0.3, 0.0], [-0.5, 0.5, -0.4], [-0.1, 0.1, 0.4], [0.2, -0.2, 0.5], [0.5, 0.0, 0.1], [-0.2, 0.8, 0.4], [-0.1, -0.2, -0.3], [0.0, 0.1, 0.3], [-0.3, 0.2, -0.3], [-0.6, -0.1, -0.5], [-0.2, 0.0, -0.2], [-0.3, 0.0, 0.4], [-1.0, -0.1, -0.1], [-0.1, 0.0, -0.1], [0.5, 0.5, -0.2], [-0.3, 0.3, 0.2], [-0.7, -0.6, 0.1], [0.5, -0.1, -0.2], [0.1, -0.1, -0.4], [-0.1, -0.4, -0.3], [0.5, -0.3, -0.2], [0.1, -0.1, 0.2], [-0.4, -0.1, -0.1], [0.1, -0.6, 0.1]],
  "mulliken_spin": [1.36, 0.01, 0.00, 0.00, 0.00, 0.03, 0.11, 0.01, 0.00, 0.01, 0.15, 0.10, 0.12, 0.01, 0.00, 0.00, 0.09, -0.01, 0.00, -0.01, 0.00, 0.00, 0.00, 0.00, 0.00, 0.00, -0.01, 0.02, 0.00, 0.00, 0.00, 0.01, 0.00, 0.00, 0.00, 0.00, 0.00, 0.00, 0.00, 0.00, 0.00, 0.00, 0.00, -0.01, 0.00, 0.00, 0.00, 0.00, 0.00, 0.00, 0.00, 0.00, 0.00, 0.00, 0.00, 0.00, 0.00, 0.00, 0.00]
}


# 4
{
  "formula": "C4H3N3O",
  "method": "ωB97M-V/def2-TZVPD",
  "e_above_lowest_kj_mol": 229.3,
  "homo_ev": -8.377,
  "largest_force_ev_per_a": 1.77,
  "energy_ev": -10711.2748,
  "species": ["O", "N", "N", "N", "C", "C", "C", "C", "H", "H", "H"],
  "positions_angstrom": [[2.295628, 2.166443, 0.060677], [-0.840698, -1.089989, -1.800001], [-0.872987, 1.678934, 0.686943], [1.650526, -0.057305, 0.381066], [1.788164, 1.126953, 0.177617], [-0.260935, -0.950124, -0.733792], [0.810129, -1.075516, 0.056324], [-1.492045, 0.755306, 0.990050], [-2.241991, 0.159194, 1.477495], [-1.784063, -0.727846, -1.918582], [0.948272, -1.986049, 0.622203]],
  "atomic_forces_ev_per_a": [[-0.7, 0.6, -0.1], [-0.4, 0.6, -0.3], [-0.2, -0.7, -0.1], [0.0, 0.7, 0.1], [1.6, -0.4, 0.1], [1.4, -0.9, -0.5], [-1.3, -0.5, 0.2], [-0.4, 1.3, 0.6], [0.3, -0.3, -0.4], [-0.2, -0.2, 0.3], [-0.2, 0.0, 0.0]],
  "lowdin_charge": [0.16, 0.16, 0.11, 0.12, -0.34, -0.22, -0.17, -0.07, 0.08, 0.07, 0.11]
}